Record 1
ORCA calculation (ωB97M-V with the def2-TZVPD basis set) on a 9-piece molecular cluster, C21H64N4O9 overall.

Output
Energy above the lowest of the compared OMol25 structures with the same formula, charge and spin in kJ/mol: 291.6
HOMO in Eh: -0.3380
SMILES: COC[C@H](C)N.COC[C@H](C)N.COC[C@H](C)N.COC[C@H](C)N.CO.CO.CO.CO.CO
Largest force on an atom in eV/Å: 2.89

Geometry as XYZ:
```
98
C21H64N4O9 | the Open Molecules 2025 dataset | ωB97M-V with the def2-TZVPD basis set
C -12.882 3.677 1.027
O -12.071 2.704 1.719
C -10.867 3.135 2.374
C -10.048 1.890 2.746
C -10.703 1.116 3.842
N -8.759 2.306 3.225
H -13.429 4.257 1.770
H -13.612 3.207 0.367
H -12.406 4.346 0.309
H -10.310 3.740 1.658
H -11.164 3.821 3.167
H -9.883 1.242 1.885
H -11.756 1.064 3.565
H -10.511 1.646 4.775
H -10.393 0.073 3.898
H -8.704 2.564 4.200
H -8.697 3.218 2.796
C -1.990 0.370 -4.182
O -3.195 0.731 -3.579
C -4.177 1.265 -4.517
C -5.091 2.172 -3.664
C -6.245 2.732 -4.531
N -4.372 3.210 -2.960
H -1.254 0.028 -3.454
H -1.570 1.121 -4.851
H -2.192 -0.438 -4.885
H -3.691 1.989 -5.171
H -4.742 0.468 -5.001
H -5.481 1.576 -2.839
H -7.061 3.009 -3.863
H -6.735 2.066 -5.240
H -5.886 3.633 -5.029
H -4.558 3.137 -1.970
H -3.390 3.005 -3.074
C -2.421 8.098 1.629
O -3.127 7.613 0.571
C -4.541 7.760 0.801
C -5.355 6.525 0.395
C -5.051 6.144 -1.105
N -6.685 6.871 0.760
H -2.736 9.106 1.899
H -1.348 7.966 1.491
H -2.670 7.493 2.501
H -4.782 8.061 1.821
H -4.727 8.637 0.181
H -4.990 5.688 0.990
H -5.987 5.723 -1.472
H -4.234 5.431 -1.213
H -4.850 7.015 -1.729
H -7.275 6.079 0.545
H -6.930 7.529 0.034
C -11.778 1.416 -4.913
O -10.911 2.508 -4.519
C -11.298 3.757 -5.046
C -10.361 4.789 -4.305
C -10.634 5.022 -2.851
N -10.526 6.135 -4.923
H -11.352 0.459 -4.611
H -12.054 1.412 -5.968
H -12.778 1.461 -4.484
H -11.367 3.831 -6.131
H -12.345 3.947 -4.806
H -9.349 4.410 -4.451
H -9.789 5.579 -2.447
H -10.649 4.087 -2.292
H -11.532 5.521 -2.489
H -9.679 6.582 -4.599
H -11.311 6.568 -4.459
C -5.628 3.578 3.027
O -6.095 2.354 2.546
H -6.480 4.245 2.896
H -5.259 3.647 4.051
H -4.753 3.948 2.492
H -7.015 2.261 2.804
C -8.845 -0.174 -1.550
O -8.493 0.164 -2.893
H -9.420 0.569 -0.997
H -9.468 -1.068 -1.556
H -7.932 -0.402 -1.000
H -9.084 0.900 -3.068
C -5.053 -0.063 -0.425
O -3.798 0.539 -0.802
H -5.045 -1.119 -0.695
H -5.207 -0.079 0.654
H -5.836 0.548 -0.874
H -3.868 0.766 -1.732
C -7.776 3.180 -0.935
O -7.530 3.928 0.309
H -8.854 3.163 -1.096
H -7.499 3.787 -1.797
H -7.364 2.171 -0.901
H -7.115 3.410 1.002
C -6.783 6.929 -4.064
O -6.988 5.551 -3.958
H -6.573 7.342 -3.077
H -6.026 7.310 -4.750
H -7.745 7.412 -4.235
H -6.390 5.065 -3.386
```

These are the Mulliken partial charges, in e, on atoms 1 to 5:
1. C -0.755
2. O -0.327
3. C -0.554
4. C 0.726
5. C -1.461


Record 2
ORCA calculation (ωB97M-V with the def2-TZVPD basis set) on C25H33NO5 as an isolated structure.

Output
Energy above the lowest of the compared OMol25 structures with the same formula, charge and spin in kJ/mol: 2568.7
HOMO in Eh: -0.2861
Largest force on an atom in eV/Å: 19.91

Geometry as XYZ:
```
64
C25H33NO5 | the Open Molecules 2025 dataset | ωB97M-V with the def2-TZVPD basis set
C -4.593 1.130 -1.742
C -4.133 2.011 -0.746
H -4.778 2.016 0.088
H -3.973 3.118 -1.151
O -2.964 1.771 -0.282
C -1.853 2.096 -0.653
O -1.886 2.766 -1.582
C -0.455 1.587 0.050
C -0.716 0.213 0.663
C -0.959 -0.904 -0.468
N 0.382 -0.921 -1.171
C 0.629 0.488 -1.860
C 0.583 1.547 -1.000
H 0.827 2.403 -1.249
H 1.635 1.335 -0.342
H 1.278 0.384 -2.393
H -0.535 0.652 -2.553
C 1.305 -1.535 -0.682
C 1.231 -3.138 -0.508
C 1.396 -3.635 0.857
C 1.219 -4.907 0.875
C 0.593 -5.678 0.141
C 0.336 -5.163 -1.195
C 0.490 -3.777 -1.311
H 0.581 -3.283 -2.524
O -0.278 -6.057 -2.244
C -0.806 -5.414 -3.583
C -1.122 -6.657 -4.246
H -2.231 -6.916 -3.688
H -1.635 -6.258 -5.248
H -0.431 -7.420 -4.398
H 0.289 -4.995 -4.094
H -1.362 -4.682 -3.330
O 0.248 -6.991 0.053
H -0.111 -7.348 -0.704
H 1.541 -5.551 1.991
H 1.967 -3.034 1.384
H 2.065 -1.542 -1.243
H 1.767 -1.096 0.245
H -1.002 -1.826 0.176
H -1.960 -0.731 -0.976
H -1.771 0.208 1.579
H -0.005 -0.035 1.385
C -0.512 2.693 1.195
C 0.853 2.471 2.238
O 0.800 3.309 3.055
C 1.317 4.553 2.714
C 1.264 5.531 3.635
C 2.120 6.824 3.417
C 2.628 7.188 2.351
C 2.678 6.065 1.261
C 2.105 4.832 1.510
H 2.170 3.927 0.659
H 2.947 6.206 0.337
H 2.901 7.937 2.044
H 1.917 7.514 4.415
H 0.939 5.471 4.594
H 1.690 2.270 1.793
H 0.596 1.444 2.909
H -1.510 2.477 1.976
H -0.244 3.564 0.625
H -4.710 0.124 -1.347
H -5.454 1.486 -2.269
H -3.868 1.318 -2.470
```

These are the Mulliken partial charges, in e, on atoms 1 to 5:
1. C -1.333
2. C -0.188
3. H 0.336
4. H 0.329
5. O -0.462


Record 3
ORCA calculation (ωB97M-V with the def2-TZVPD basis set) on an isolated ion of composition C6H11N5S and charge +2.

Output
Energy above the lowest of the compared OMol25 structures with the same formula, charge and spin in kJ/mol: 521.4
HOMO in Eh: -0.5914
SMILES: [NH3+]C/N=C\[C@@H]1N=NC2=[N+]1CSC2
Net charge: +2
Largest force on an atom in eV/Å: 4.89

Geometry as XYZ:
```
23
C6H11N5S | the Open Molecules 2025 dataset | ωB97M-V with the def2-TZVPD basis set
N 3.036 -0.797 0.366
C 3.118 0.558 -0.469
N 2.008 1.192 -0.872
C 0.809 1.227 -0.554
C 0.042 0.361 0.413
N 0.294 -1.348 -0.092
N -0.805 -1.767 -0.347
C -1.840 -0.921 -0.239
N -1.338 0.253 0.295
C -2.414 1.206 0.508
S -3.915 0.561 -0.090
C -3.264 -1.044 -0.328
H 3.446 -1.538 -0.129
H 3.327 -0.631 1.308
H 1.979 -1.008 0.442
H 3.627 0.169 -1.283
H 3.792 1.084 0.168
H 0.202 1.985 -1.068
H 0.473 0.019 1.325
H -2.730 1.460 1.587
H -2.372 2.160 -0.102
H -3.707 -1.404 -1.260
H -3.767 -1.775 0.421
```

These are the Mulliken partial charges, in e, on atoms 1 to 5:
1. N -0.241
2. C -0.568
3. N -0.310
4. C 0.012
5. C -0.530


Record 4
ORCA calculation (ωB97M-V with the def2-TZVPD basis set) on one molecule with the formula C4H6O2.

Output
Energy above the lowest of the compared OMol25 structures with the same formula, charge and spin in kJ/mol: 397.6
HOMO in Eh: -0.3707
SMILES: C[C@@H]1O[C@]12CO2
Largest force on an atom in eV/Å: 4.24

Geometry as XYZ:
```
12
C4H6O2 | the Open Molecules 2025 dataset | ωB97M-V with the def2-TZVPD basis set
C 1.634 0.151 0.244
C 0.317 0.854 0.046
O -0.484 0.888 1.283
C -0.923 0.170 0.261
C -1.555 -0.943 -0.381
O -2.105 0.318 -0.735
H 2.525 0.705 0.137
H 1.828 -0.614 -0.516
H 1.765 -0.331 1.170
H 0.389 1.793 -0.388
H -1.038 -1.389 -1.318
H -2.352 -1.603 0.197
```

These are the Mulliken partial charges, in e, on atoms 1 to 5:
1. C -1.282
2. C -0.092
3. O -0.460
4. C 0.589
5. C -0.179


Record 5
ORCA calculation (ωB97M-V with the def2-TZVPD basis set) on a 2-piece molecular cluster, CCl4O2P overall.

Output
Energy above the lowest of the compared OMol25 structures with the same formula, charge and spin in kJ/mol: 187.0
HOMO (spin up / spin down) in Eh: -0.2008 / -0.2200
Net charge: -1
Largest force on an atom in eV/Å: 1.47

Geometry as XYZ:
```
8
CCl4O2P | the Open Molecules 2025 dataset | ωB97M-V with the def2-TZVPD basis set
C -0.507 -0.719 0.090
O 0.784 1.270 -1.310
O 2.266 -0.455 0.047
P 1.074 0.405 -0.147
Cl -2.728 0.940 -0.878
Cl -0.496 -1.960 -1.032
Cl -1.150 -1.087 1.652
Cl 0.758 1.605 1.579
```

These are the Mulliken partial charges, in e, on atoms 1 to 5:
1. C 0.175
2. O -0.578
3. O -0.594
4. P 0.904
5. Cl -0.508


The calculation returns the following electronic energy values, one per record and in order: -1734.43376, -1402.42473, -906.37775, -306.35488, -2370.81648 hartree.